{"formula": "C36H29FN5O3S2Zn", "method": "the ωB97M-V functional and the def2-TZVPD basis", "species": ["Zn", "N", "C", "C", "C", "C", "C", "C", "N", "C", "C", "C", "S", "C", "N", "H", "H", "H", "H", "H", "H", "H", "C", "C", "C", "C", "C", "C", "C", "F", "C", "C", "C", "O", "C", "C", "N", "C", "C", "O", "O", "H", "H", "H", "H", "H", "H", "H", "H", "H", "H", "H", "N", "S", "C", "C", "C", "C", "C", "C", "C", "C", "C", "C", "C", "C", "H", "H", "H", "H", "H", "H", "H", "H", "H", "H", "H"], "positions_angstrom": [[0.462999, -1.063051, -0.540615], [4.359993, -2.429112, -0.166581], [4.650773, -1.112036, -0.495504], [5.833786, -0.383733, -0.498216], [5.748213, 0.926830, -0.924813], [4.528979, 1.481642, -1.348903], [3.358751, 0.751620, -1.330574], [3.430083, -0.559331, -0.867208], [2.432882, -1.531912, -0.757183], [3.033649, -2.627793, -0.331671], [2.385958, -3.922338, -0.115291], [2.923948, -5.003065, 0.513967], [1.808546, -6.285828, 0.509179], [0.679714, -5.283179, -0.314724], [1.106921, -4.092565, -0.588500], [5.022435, -3.132910, 0.108472], [6.777420, -0.819096, -0.190711], [6.639849, 1.540143, -0.937614], [4.513022, 2.503343, -1.709682], [2.418811, 1.164825, -1.681283], [3.887045, -5.105236, 0.994902], [-0.303318, -5.658341, -0.575914], [-1.738393, 5.853553, -1.844252], [-0.739654, 5.743560, -0.708913], [0.470128, 6.646793, -0.897947], [1.285807, 6.659107, 0.387266], [1.561664, 5.255899, 0.874184], [2.595080, 5.014222, 1.751072], [2.872272, 3.718395, 2.173756], [3.886944, 3.533301, 3.032756], [2.169572, 2.644842, 1.718589], [1.131700, 2.860025, 0.803590], [0.475531, 1.709885, 0.194952], [0.727244, 0.557267, 0.645428], [-0.409181, 1.994584, -0.882573], [-0.765065, 3.296786, -1.123890], [-0.248157, 4.354989, -0.490495], [0.805113, 4.161965, 0.407228], [-1.014727, 0.956640, -1.813824], [-2.082650, 1.210480, -2.354465], [-0.302562, -0.101720, -2.020652], [-2.051494, 6.894251, -1.916447], [-2.630982, 5.251008, -1.671209], [-1.294154, 5.567966, -2.801084], [-1.233777, 6.037562, 0.221534], [0.138402, 7.653369, -1.149042], [1.068430, 6.269680, -1.732927], [0.736140, 7.206954, 1.158063], [2.231529, 7.182751, 0.244072], [3.217518, 5.829449, 2.102965], [2.412138, 1.634991, 2.023963], [-1.538624, 3.471567, -1.857684], [-1.109988, -2.161850, -0.061165], [-2.079020, -2.469442, 1.151793], [-3.732012, -1.976837, 0.671151], [-3.909860, -1.232563, -0.480015], [-5.204430, -0.868497, -0.839018], [-6.280735, -1.242146, -0.049873], [-6.076585, -1.966763, 1.122298], [-4.795932, -2.336414, 1.492601], [-2.279574, -4.250824, 1.211270], [-2.976231, -4.934157, 0.222408], [-3.004812, -6.319028, 0.256852], [-2.346794, -7.008280, 1.272843], [-1.653997, -6.314640, 2.254803], [-1.616844, -4.926047, 2.225217], [-1.453936, -2.555464, -0.936976], [-3.069779, -0.905220, -1.083561], [-5.354139, -0.281791, -1.736825], [-7.286682, -0.965595, -0.341500], [-6.916095, -2.239218, 1.749219], [-4.626975, -2.903730, 2.401986], [-3.499461, -4.396693, -0.562008], [-3.552157, -6.861753, -0.503832], [-2.384438, -8.090067, 1.301730], [-1.147984, -6.850308, 3.048022], [-1.077762, -4.371689, 2.987061]], "forces_ev_per_a": [[0.131, 0.122, 0.192], [0.103, -0.004, 0.085], [-0.068, -0.125, 0.116], [0.132, -0.002, -0.009], [-0.032, -0.010, 0.027], [-0.009, 0.031, -0.010], [-0.144, 0.086, -0.004], [-0.169, -0.052, -0.228], [-0.058, -0.161, 0.353], [0.061, 0.080, -0.229], [-0.193, 0.171, -0.075], [0.201, -0.041, 0.125], [-0.139, -0.002, 0.036], [0.123, -0.082, -0.031], [0.126, 0.001, 0.000], [0.021, -0.011, -0.031], [-0.069, 0.032, -0.023], [-0.018, -0.037, -0.027], [0.000, -0.057, 0.045], [0.075, -0.021, 0.032], [-0.094, 0.017, -0.083], [0.086, 0.077, -0.006], [0.038, -0.085, -0.026], [-0.011, -0.036, -0.058], [0.073, -0.101, 0.093], [0.011, -0.049, -0.021], [-0.017, 0.145, 0.005], [0.006, 0.099, -0.014], [0.026, 0.026, 0.048], [0.011, 0.015, 0.008], [-0.007, -0.220, 0.011], [0.020, -0.004, -0.068], [-0.275, 0.119, -0.099], [0.107, -0.204, -0.079], [0.174, -0.185, 0.034], [-0.094, 0.171, 0.229], [0.146, 0.012, -0.118], [-0.115, 0.044, -0.102], [-0.085, -0.004, -0.114], [0.207, -0.058, 0.138], [-0.159, 0.182, -0.112], [0.002, -0.010, 0.003], [0.025, 0.052, -0.032], [-0.032, 0.007, 0.043], [-0.057, -0.039, 0.041], [-0.011, 0.004, -0.011], [-0.025, 0.040, -0.010], [0.001, 0.004, 0.005], [-0.001, -0.005, 0.016], [-0.042, -0.042, 0.007], [-0.002, 0.078, -0.031], [0.051, 0.014, 0.005], [-0.163, -0.074, -0.203], [0.146, 0.035, 0.099], [0.068, -0.130, 0.029], [-0.028, 0.111, -0.044], [-0.007, 0.037, -0.001], [-0.003, -0.005, -0.002], [-0.006, 0.028, -0.001], [0.013, -0.004, -0.012], [-0.018, 0.118, 0.014], [-0.029, -0.017, -0.053], [-0.012, -0.034, -0.007], [0.003, 0.021, -0.013], [-0.016, -0.015, 0.000], [0.015, 0.063, 0.059], [-0.014, -0.043, 0.103], [-0.033, -0.065, 0.013], [-0.003, -0.036, 0.034], [0.051, 0.008, 0.025], [0.020, -0.001, -0.036], [-0.014, 0.008, -0.056], [0.025, 0.000, 0.067], [0.026, 0.004, 0.032], [0.001, 0.029, -0.009], [-0.017, 0.013, -0.023], [-0.038, -0.034, -0.060]], "lowdin_charge": [0.710, 0.191, -0.169, -0.005, -0.069, -0.064, 0.000, -0.194, 0.116, -0.230, -0.314, -0.343, 1.061, -0.438, 0.041, 0.167, 0.117, 0.109, 0.110, 0.115, 0.081, 0.077, -0.043, -0.298, -0.138, -0.124, -0.123, 0.062, -0.255, 0.079, 0.073, -0.051, -0.295, -0.055, -0.025, 0.044, 0.039, -0.066, -0.595, 0.049, -0.104, 0.092, 0.089, 0.100, 0.161, 0.125, 0.137, 0.131, 0.125, 0.139, 0.137, 0.132, -0.368, 1.087, -0.401, -0.063, -0.049, -0.062, -0.064, -0.085, -0.403, -0.075, -0.064, -0.066, -0.078, -0.091, 0.040, 0.092, 0.118, 0.111, 0.112, 0.118, 0.124, 0.115, 0.113, 0.114, 0.115], "e_tot_ha": -4564.27588, "homo_lumo_gap_ev": 8.3, "charge": 1, "e_homo_ev": -10.7, "de_lowest_ev": 0.448}

{"formula": "C24H26N10O2SV", "method": "the ωB97M-V functional and the def2-TZVPD basis", "species": ["V", "C", "C", "C", "C", "C", "C", "N", "C", "C", "C", "C", "C", "C", "N", "N", "C", "C", "C", "C", "C", "N", "H", "H", "H", "H", "H", "H", "H", "H", "H", "H", "H", "H", "H", "C", "C", "N", "N", "C", "S", "N", "N", "H", "H", "H", "H", "H", "H", "C", "C", "N", "O", "C", "C", "N", "O", "H", "H", "H", "H", "H", "H", "H"], "positions_angstrom": [[-0.815835, 0.708835, -0.201875], [2.855956, -3.512733, -0.794069], [3.196584, -2.717469, 0.295555], [2.675688, -1.444578, 0.425197], [1.807851, -0.922523, -0.543531], [1.476108, -1.726295, -1.631910], [1.989373, -3.007150, -1.750707], [1.200696, 0.320995, -0.390521], [1.963403, 1.401702, -0.010017], [3.364140, 1.475039, -0.035567], [4.025570, 2.620212, 0.371590], [3.333321, 3.742328, 0.821921], [1.951285, 3.718458, 0.839990], [1.277275, 2.579341, 0.413861], [-0.108703, 2.455272, 0.399517], [-0.912387, 3.417975, 0.821707], [-2.209044, 2.977588, 0.858201], [-3.203033, 3.842802, 1.361581], [-4.481899, 3.383011, 1.499424], [-4.795152, 2.064472, 1.136988], [-3.789026, 1.280192, 0.630796], [-2.534816, 1.719779, 0.472350], [3.263704, -4.507843, -0.895850], [3.872412, -3.093280, 1.054364], [2.925991, -0.838338, 1.286777], [0.812339, -1.327211, -2.390788], [1.715554, -3.613243, -2.603573], [3.932719, 0.624316, -0.386823], [5.105797, 2.639768, 0.336517], [3.870386, 4.620883, 1.149497], [1.372310, 4.566257, 1.178041], [-2.914176, 4.843088, 1.644139], [-5.247828, 4.033527, 1.899935], [-5.791640, 1.665322, 1.251271], [-3.950428, 0.249952, 0.330988], [1.400885, -4.723169, 3.019586], [1.058482, -3.310101, 3.280634], [1.437764, -2.602640, 4.304477], [0.923741, -1.367426, 4.059921], [0.216987, -1.287893, 2.917385], [-0.530213, 0.140498, 2.373966], [0.301050, -2.560051, 2.423364], [-0.209947, -3.083377, 1.239790], [1.930524, -5.120556, 3.880468], [2.027162, -4.790223, 2.131474], [0.508799, -5.320063, 2.837625], [1.081390, -0.606514, 4.698387], [-0.474002, -2.309575, 0.631125], [-1.073586, -3.563265, 1.481635], [-1.551595, 1.406550, -4.558582], [-1.448566, 0.981576, -3.135671], [-0.856187, 1.637141, -2.197153], [-0.269235, 2.828127, -2.571316], [-2.020327, -0.318889, -2.659078], [-2.712391, -1.347930, -3.485494], [-1.732201, -0.423988, -1.423222], [-1.940137, -1.301189, -0.492260], [-1.267348, 2.447548, -4.681359], [-2.570180, 1.264356, -4.920248], [-0.896848, 0.791456, -5.180105], [0.097437, 3.160585, -1.737861], [-1.999797, -1.914196, -4.089020], [-3.438157, -0.899519, -4.164110], [-3.228014, -2.047746, -2.829334]], "forces_ev_per_a": [[0.635, -0.599, 0.918], [0.015, 0.053, 0.039], [0.016, -0.096, -0.066], [-0.018, -0.042, 0.029], [-0.103, -0.029, 0.206], [-0.070, -0.059, -0.089], [0.041, -0.088, 0.006], [-0.032, 0.526, -0.125], [-0.097, 0.156, 0.030], [0.082, 0.008, -0.045], [-0.014, -0.034, -0.014], [-0.066, 0.004, 0.012], [0.152, 0.123, -0.046], [-0.397, -0.045, 0.021], [0.136, -0.206, -0.126], [-0.183, -0.093, -0.004], [0.221, 0.470, 0.177], [0.080, -0.005, -0.055], [-0.078, 0.004, 0.009], [0.004, -0.078, -0.029], [-0.114, -0.061, -0.094], [0.300, 0.141, -0.004], [0.027, -0.072, -0.006], [0.024, -0.029, 0.018], [0.009, 0.026, 0.014], [-0.008, 0.017, 0.032], [-0.009, -0.039, -0.051], [0.008, 0.039, 0.006], [0.082, -0.004, -0.007], [0.013, 0.037, 0.012], [-0.030, 0.013, 0.008], [0.021, 0.044, 0.023], [-0.034, 0.011, 0.004], [-0.014, -0.001, 0.002], [-0.050, 0.031, 0.029], [0.005, -0.080, 0.062], [0.275, 0.133, 0.274], [-0.042, -0.255, -0.145], [-0.166, -0.106, -0.329], [0.054, 0.245, -0.047], [-0.140, -0.444, 0.114], [0.031, 0.560, 0.220], [-0.301, 0.017, 0.015], [0.033, -0.006, 0.006], [0.016, 0.000, -0.065], [-0.029, -0.018, 0.016], [0.003, 0.011, -0.065], [0.069, 0.080, -0.141], [-0.075, 0.075, -0.114], [0.026, 0.065, -0.025], [0.015, -0.141, 0.257], [-0.195, 0.013, -0.357], [-0.172, -0.246, -0.034], [0.181, 0.262, -0.382], [-0.063, 0.043, -0.020], [-0.274, -0.397, 0.146], [0.126, 0.050, -0.322], [0.004, -0.016, 0.026], [-0.009, -0.001, 0.010], [0.013, -0.008, 0.010], [0.029, 0.010, 0.041], [0.028, 0.010, -0.010], [-0.008, 0.008, 0.018], [0.015, 0.016, 0.008]], "lowdin_charge": [0.754, -0.111, -0.104, -0.060, -0.309, -0.032, -0.092, -0.047, -0.243, -0.035, -0.098, -0.110, -0.034, -0.243, -0.184, 0.081, -0.339, -0.014, -0.074, -0.073, -0.125, -0.004, 0.094, 0.102, 0.117, 0.103, 0.098, 0.106, 0.097, 0.093, 0.101, 0.110, 0.105, 0.098, 0.111, 0.000, -0.343, 0.123, 0.017, -0.696, 0.731, -0.079, 0.159, 0.086, 0.074, 0.083, 0.151, 0.047, 0.113, 0.005, -0.230, -0.026, 0.011, -0.249, -0.003, -0.258, -0.156, 0.080, 0.086, 0.100, 0.086, 0.090, 0.079, 0.083], "spin_multiplicity": 4, "e_tot_ha": -2970.34751, "homo_lumo_gap_ev": [6.5, 6.0], "e_homo_ev": [-6.0, -6.6], "de_lowest_ev": 0.366}

{"formula": "C23H25NO3S", "method": "the ωB97M-V functional and the def2-TZVPD basis", "species": ["C", "C", "C", "C", "C", "C", "C", "H", "H", "C", "H", "H", "S", "O", "C", "C", "C", "C", "C", "C", "O", "N", "H", "C", "H", "H", "C", "C", "C", "C", "C", "C", "C", "H", "H", "H", "H", "H", "C", "H", "H", "H", "H", "O", "H", "H", "H", "H", "H", "H", "H", "H", "H"], "positions_angstrom": [[0.312889, -3.096908, -1.454694], [1.471112, -2.150960, -1.436111], [2.657220, -2.502701, -0.803598], [3.720540, -1.622089, -0.741962], [3.630172, -0.361804, -1.319146], [2.449148, -0.010087, -1.963212], [1.386445, -0.892070, -2.017790], [0.476591, -0.599022, -2.522133], [2.367469, 0.965024, -2.422807], [4.759457, 0.607977, -1.254484], [5.560222, 0.279619, -0.594487], [5.173747, 0.808092, -2.244647], [4.153873, 2.281002, -0.695981], [5.268078, 3.195769, -0.932436], [4.218593, 1.953991, 1.156160], [3.387112, 0.800780, 1.534250], [3.674599, -0.334187, 2.242392], [2.490488, -1.099602, 2.263632], [1.557775, -0.385236, 1.560462], [0.174063, -0.735163, 1.208809], [-0.341887, -1.781241, 1.560768], [-0.448390, 0.190682, 0.445937], [0.051254, 1.029789, 0.197704], [-1.811544, 0.048405, 0.005235], [-2.127394, -0.951934, 0.306829], [-1.855069, 0.122235, -1.087151], [-2.734203, 1.111401, 0.626513], [-4.120780, 0.998700, 0.043172], [-4.685372, 2.067158, -0.640882], [-5.960793, 1.977044, -1.170994], [-6.690879, 0.810967, -1.025489], [-6.137310, -0.261435, -0.346656], [-4.863393, -0.168131, 0.183221], [-4.446600, -1.011759, 0.712332], [-6.701467, -1.175096, -0.228895], [-7.686323, 0.737882, -1.437811], [-6.384415, 2.819600, -1.697947], [-4.122648, 2.983034, -0.758124], [-2.766213, 0.978714, 2.149848], [-1.770568, 1.120200, 2.564496], [-3.431168, 1.725303, 2.578329], [-3.117190, -0.007137, 2.441873], [-2.330649, 2.099297, 0.372863], [2.102080, 0.779445, 1.122984], [2.333663, -2.051851, 2.725044], [4.612578, -0.583853, 2.694438], [3.851986, 2.884505, 1.593092], [5.260299, 1.810728, 1.433024], [4.632063, -1.916447, -0.241301], [2.744111, -3.476826, -0.345648], [-0.426374, -2.798168, -2.193834], [-0.161417, -3.103589, -0.472902], [0.644431, -4.110041, -1.672302]], "forces_ev_per_a": [[-0.064, -0.025, 0.110], [0.073, -0.001, -0.082], [-0.021, 0.031, -0.127], [0.021, 0.063, -0.117], [-0.169, -0.234, -0.056], [0.076, -0.072, -0.057], [0.034, -0.072, -0.041], [-0.114, 0.014, -0.058], [-0.064, 0.063, -0.070], [-0.290, 0.520, 0.154], [0.065, 0.070, 0.051], [0.025, 0.156, 0.064], [0.051, -1.301, 0.757], [0.812, 0.976, -0.278], [-0.484, 0.171, -0.785], [0.491, -0.545, 0.596], [-0.098, 0.637, -0.261], [-0.762, 0.405, -0.327], [0.650, -0.875, 0.734], [-0.074, 0.368, -0.285], [0.102, -0.182, 0.209], [-0.022, 0.245, -0.013], [0.082, -0.089, 0.016], [-0.204, 0.098, -0.039], [-0.042, 0.070, -0.115], [-0.023, -0.074, 0.062], [0.048, -0.243, 0.117], [0.110, 0.163, -0.060], [0.026, -0.009, 0.006], [-0.080, 0.048, -0.056], [-0.088, 0.020, -0.044], [-0.056, -0.084, 0.000], [0.026, 0.012, -0.004], [0.057, -0.117, 0.082], [-0.042, -0.074, 0.011], [-0.077, -0.008, -0.031], [-0.035, 0.064, -0.042], [0.076, 0.074, 0.003], [0.090, 0.142, -0.160], [0.071, -0.006, 0.092], [-0.039, 0.042, 0.072], [-0.053, -0.126, 0.061], [-0.058, -0.041, -0.036], [-0.126, 0.231, -0.052], [-0.122, -0.231, 0.054], [0.248, 0.017, 0.060], [0.045, 0.043, -0.033], [0.045, -0.027, -0.110], [0.085, -0.005, 0.070], [0.003, -0.135, 0.065], [-0.074, -0.028, -0.063], [-0.101, -0.052, 0.011], [-0.030, -0.087, -0.056]], "lowdin_charge": [-0.038, -0.279, -0.035, -0.044, -0.306, -0.058, -0.046, 0.110, 0.103, -0.249, 0.100, 0.102, 0.939, -0.532, -0.211, -0.338, -0.006, 0.020, -0.173, -0.449, 0.064, 0.088, 0.147, -0.142, 0.122, 0.131, -0.313, -0.216, -0.039, -0.086, -0.095, -0.080, -0.038, 0.113, 0.102, 0.100, 0.101, 0.109, -0.041, 0.075, 0.085, 0.082, 0.135, 0.070, 0.125, 0.117, 0.099, 0.107, 0.118, 0.120, 0.079, 0.069, 0.081], "e_tot_ha": -1570.09844, "homo_lumo_gap_ev": 8.9, "e_homo_ev": -8.5, "de_lowest_ev": 0.000}